53
Properties=species:S:1:pos:R:3:forces:R:3:nbo_charge:R:1 method="wB97M-V/def2-TZVPD" orbital_gap_ev="6.4 / 4.7" s2=8.77 total_charge=+1 homo_ev="-8.824 / -11.704" multiplicity=6 e_above_lowest_kj_mol=225.16 fmax_ev_per_a=8.20
O 4.284 -0.387 -1.722 -2.2 -0.1 0.0 -0.544
C 2.937 -0.028 -2.276 1.1 0.1 0.5 -0.066
C 2.689 -1.439 -2.772 0.8 0.1 0.3 -0.460
H 3.040 0.768 -3.009 -0.3 -0.2 0.2 0.209
H 2.211 0.264 -1.509 0.2 0.2 0.5 0.143
C 3.944 -1.798 -1.874 -0.7 -0.4 -0.6 0.285
H 2.840 -1.485 -3.851 0.1 -0.4 0.3 0.246
H 1.736 -1.875 -2.473 0.2 -0.3 0.1 0.171
C 5.057 -2.635 -2.512 0.1 -0.3 0.4 -0.638
H 5.812 -2.019 -3.020 -0.3 -0.1 0.4 0.235
H 4.659 -3.343 -3.261 0.0 0.3 0.4 0.222
H 5.523 -3.240 -1.707 0.1 0.3 -0.6 0.215
C 3.522 -2.378 -0.515 0.0 0.0 -0.1 -0.632
H 2.500 -2.071 -0.241 0.7 0.0 -0.3 0.179
H 4.224 -2.027 0.258 -0.2 -0.2 -0.2 0.231
H 3.542 -3.478 -0.545 0.0 0.3 0.0 0.221
Ir -0.612 -0.556 -0.526 3.1 -0.9 -2.0 1.065
C -2.647 -0.435 -1.538 -1.1 0.1 -0.4 -0.259
C -2.095 0.878 -1.486 -0.6 0.5 -0.6 -0.240
C -0.836 0.862 -2.172 -0.4 0.1 -0.7 -0.298
H -2.582 1.743 -1.029 0.3 -0.4 -0.1 0.288
C -0.620 -0.487 -2.663 -1.3 0.9 -1.0 -0.285
C -1.746 -1.287 -2.250 -0.4 0.3 -0.7 -0.292
H -1.894 -2.341 -2.452 0.0 0.2 0.0 0.278
H -3.609 -0.723 -1.108 0.5 0.1 -0.1 0.283
H -0.163 1.708 -2.303 -0.3 -0.3 0.0 0.281
H 0.203 -0.812 -3.282 0.1 0.0 0.2 0.284
C -0.490 0.360 2.421 -0.3 -0.2 -0.7 -0.122
C -0.621 -0.836 1.419 -0.1 -0.1 4.8 -0.390
C 0.712 -1.112 0.916 1.5 1.1 2.2 -0.436
H -1.263 -1.665 1.709 -0.2 0.2 0.1 0.264
C 1.586 0.004 1.361 3.3 -5.8 -4.7 -0.132
C 0.915 0.841 2.185 -3.6 4.5 3.8 -0.111
H 1.329 1.703 2.716 -0.2 -0.4 -0.3 0.229
H -0.620 -0.026 3.442 -0.3 0.3 0.0 0.237
H 1.036 -2.153 0.893 0.0 0.2 -0.7 0.282
H 2.646 0.029 1.085 -0.5 -0.1 0.4 0.243
O 4.456 -0.046 -4.389 1.6 0.5 -1.8 -0.578
C 5.372 -0.612 -5.378 0.0 0.2 -0.6 -0.072
C 6.580 0.347 -5.527 0.3 0.0 0.3 -0.435
H 4.875 -0.696 -6.372 0.0 0.0 0.8 0.179
H 5.712 -1.634 -5.093 -0.4 0.7 0.0 0.182
C 6.214 1.653 -4.781 -0.5 -0.4 -0.5 -0.429
H 6.801 0.550 -6.582 0.0 -0.2 0.3 0.224
H 7.470 -0.088 -5.050 -0.2 0.0 -0.3 0.212
C 4.997 1.228 -3.965 0.3 0.2 1.0 -0.088
H 5.913 2.448 -5.488 0.5 -0.3 0.3 0.210
H 7.031 1.988 -4.108 -0.6 0.0 -0.6 0.226
H 4.223 2.008 -3.962 0.0 -0.3 -0.2 0.174
H 5.334 1.077 -2.938 -0.2 0.1 0.0 0.201
S -4.139 1.418 1.315 0.0 -0.2 0.0 0.061
C -2.641 1.312 1.759 1.5 0.7 0.9 0.216
N -1.487 1.405 2.144 -1.5 -0.7 -0.3 -0.466